No. 1
A molecular structure, C25H22BBrIrN10. Source: the OMol25 dataset; level of theory: ωB97M-V/def2-TZVPD.

Positions of all 60 atoms, in Å:
Ir  -0.286  -0.731  0.488
C  -4.134  -2.324  -0.430
C  -3.320  -1.565  0.395
N  -2.081  -1.523  -0.111
N  -2.088  -2.236  -1.258
C  -3.316  -2.729  -1.466
B  -0.830  -2.396  -2.157
N  -0.252  -0.952  -2.406
C  0.191  -0.401  -3.536
C  0.710  0.853  -3.248
C  0.560  0.995  -1.884
N  -0.027  -0.105  -1.375
N  0.249  -3.130  -1.332
C  0.976  -4.243  -1.504
C  1.775  -4.421  -0.389
C  1.470  -3.354  0.443
N  0.549  -2.575  -0.133
N  -1.204  -3.058  -3.434
C  -1.956  -2.544  -4.457
C  -2.355  -3.585  -5.244
C  -1.819  -4.729  -4.612
N  -1.149  -4.416  -3.524
H  -5.177  -2.549  -0.292
H  -3.572  -1.062  1.310
H  -3.521  -3.339  -2.331
H  0.121  -0.935  -4.468
H  1.138  1.561  -3.935
H  0.900  1.794  -1.250
H  0.840  -4.840  -2.389
H  2.462  -5.227  -0.204
H  1.858  -3.116  1.421
H  -2.171  -1.490  -4.533
H  -2.941  -3.539  -6.145
H  -1.899  -5.762  -4.912
C  5.171  0.446  0.023
C  3.971  0.210  0.894
C  4.049  0.228  2.285
C  2.942  -0.090  3.064
C  1.777  -0.347  2.392
Br  0.235  -1.131  3.142
N  1.640  -0.273  1.072
C  2.731  -0.061  0.326
H  6.013  0.808  0.608
H  4.956  1.178  -0.755
H  5.474  -0.481  -0.466
H  4.996  0.439  2.767
H  2.998  -0.173  4.140
H  2.596  -0.109  -0.746
N  -4.309  5.079  2.792
C  -3.670  4.188  2.438
C  -2.878  3.088  2.002
C  -2.956  1.846  2.664
C  -2.184  0.807  2.232
C  -1.287  0.901  1.108
C  -1.266  2.178  0.469
C  -2.015  3.237  0.893
H  -3.627  1.733  3.505
H  -2.271  -0.131  2.753
H  -0.645  2.336  -0.394
H  -1.967  4.193  0.389

Calculated values
- Multiplicity: 2
- ΔE to the lowest compared entry with this formula, charge and spin: 0.0 kJ/mol
- LUMO level (spin up / spin down): -6.31 / -9.85 eV
- Total charge: +2
- Highest occupied orbital energy (spin up / spin down): -0.5196 / -0.5195 Ha
- Frontier orbital gap (spin up / spin down): 7.829 / 4.290 eV
- ⟨S²⟩: 0.7797



No. 2
A molecular structure, C25H22ClN5PdS2Se2. Source: the OMol25 dataset; level of theory: ωB97M-V/def2-TZVPD.

Positions of all 58 atoms, in Å:
Pd  0.029  -0.325  -0.493
C  -4.955  1.619  -1.183
S  -3.597  2.310  -2.158
C  -2.298  1.186  -1.925
S  -2.335  0.069  -0.577
N  -1.344  1.269  -2.799
N  -0.346  0.361  -2.485
C  0.470  -0.011  -3.381
C  1.280  -1.210  -3.065
C  2.097  -1.798  -4.005
C  2.684  -3.025  -3.705
C  2.414  -3.613  -2.486
C  1.592  -2.945  -1.588
N  1.045  -1.761  -1.853
H  -5.858  2.021  -1.638
H  -4.976  0.536  -1.266
H  -4.905  1.925  -0.141
H  0.481  0.447  -4.367
H  2.256  -1.315  -4.960
H  3.325  -3.515  -4.426
H  2.829  -4.574  -2.218
H  1.379  -3.385  -0.625
Se  0.470  0.692  4.137
Se  -1.548  2.007  2.928
C  -0.770  2.511  1.300
C  -1.278  3.625  0.649
C  -0.646  4.055  -0.520
C  0.469  3.379  -0.951
C  0.905  2.262  -0.227
N  0.291  1.798  0.858
C  0.020  -0.998  3.597
C  -1.040  -1.686  4.237
C  -1.638  -2.778  3.669
C  -1.225  -3.201  2.398
C  -0.172  -2.562  1.821
N  0.477  -1.528  2.412
H  -2.131  4.154  1.050
H  -1.022  4.913  -1.060
H  1.021  3.707  -1.821
H  1.835  1.767  -0.489
H  -1.373  -1.302  5.190
H  -2.442  -3.291  4.181
H  -1.705  -4.020  1.883
H  0.210  -2.855  0.856
Cl  6.564  -4.406  3.311
C  5.174  -3.471  2.910
C  5.210  -2.093  3.041
C  4.085  -1.352  2.711
C  2.929  -1.974  2.251
C  1.778  -1.092  1.843
C  2.908  -3.362  2.140
C  4.024  -4.113  2.469
H  6.107  -1.608  3.399
H  4.112  -0.274  2.825
H  1.699  -1.035  0.735
H  1.958  -0.073  2.169
H  2.016  -3.889  1.825
H  4.010  -5.191  2.389

Calculated values
- Multiplicity: 5
- ΔE to the lowest compared entry with this formula, charge and spin: 243.2 kJ/mol
- LUMO level (spin up / spin down): -6.37 / -8.55 eV
- Total charge: +2
- Highest occupied orbital energy (spin up / spin down): -0.4711 / -0.5073 Ha
- Frontier orbital gap (spin up / spin down): 6.447 / 5.257 eV
- ⟨S²⟩: 6.0334



No. 3
A molecular structure, C25H22CrN5O3S4. Source: the OMol25 dataset; level of theory: ωB97M-V/def2-TZVPD.

Positions of all 60 atoms, in Å:
Cr  1.171  0.329  0.961
C  -1.278  -1.967  -0.114
C  -0.269  -1.143  -0.835
N  0.974  -1.331  -0.564
N  1.873  -0.952  -1.572
C  2.963  -0.345  -1.269
S  3.467  0.295  0.269
S  4.147  -0.126  -2.606
C  3.089  0.498  -3.962
C  3.388  1.948  -4.256
C  3.166  2.915  -3.272
C  3.476  4.244  -3.512
C  4.015  4.634  -4.737
C  4.233  3.682  -5.722
C  3.920  2.345  -5.478
C  -0.721  -0.101  -1.761
C  -1.737  -0.303  -2.696
C  -2.160  0.717  -3.527
C  -1.565  1.975  -3.394
C  -0.600  2.216  -2.434
C  -0.170  1.198  -1.559
O  0.674  1.453  -0.590
H  -1.676  -2.726  -0.800
H  -2.101  -1.333  0.214
H  -0.823  -2.471  0.739
H  2.069  0.349  -3.613
H  3.255  -0.128  -4.836
H  2.759  2.608  -2.310
H  3.304  4.982  -2.735
H  4.272  5.673  -4.916
H  4.649  3.975  -6.680
H  4.087  1.600  -6.251
H  -2.180  -1.293  -2.787
H  -2.939  0.546  -4.261
H  -1.876  2.786  -4.044
H  -0.165  3.201  -2.320
N  -4.576  -4.756  5.023
C  -4.022  -3.562  4.549
C  -3.980  -3.298  3.178
C  -3.460  -2.107  2.707
C  -2.957  -1.161  3.596
C  -3.041  -1.396  4.963
C  -3.567  -2.589  5.436
S  -2.275  0.361  2.992
O  -2.273  1.241  4.137
O  -3.034  0.709  1.824
N  -0.770  0.069  2.483
C  0.241  -0.181  3.362
S  0.252  -0.328  5.108
C  1.959  -0.643  5.081
C  2.418  -0.578  3.822
N  1.466  -0.324  2.861
H  -4.567  -5.522  4.373
H  -4.285  -5.027  5.946
H  -4.369  -4.034  2.479
H  -3.466  -1.894  1.648
H  -2.713  -0.631  5.655
H  -3.633  -2.766  6.506
H  2.510  -0.830  5.993
H  3.447  -0.702  3.509

Calculated values
- Multiplicity: 5
- LUMO level (spin up / spin down): 2.28 / 2.28 eV
- Total charge: -1
- Highest occupied orbital energy (spin up / spin down): -0.1698 / -0.1752 Ha
- Frontier orbital gap (spin up / spin down): 6.905 / 7.050 eV
- ⟨S²⟩: 6.0192



No. 4
2 unconnected molecules or ions with the total composition C25H22F4N. Source: the OMol25 dataset; level of theory: ωB97M-V/def2-TZVPD.

Positions of all 52 atoms, in Å:
F  0.234  4.473  2.644
C  -0.795  3.964  1.877
C  -1.416  4.835  0.984
C  -2.473  4.292  0.249
F  -3.138  5.113  -0.635
C  -2.898  2.990  0.387
C  -2.267  2.112  1.324
C  -2.816  0.810  1.409
C  -2.450  -0.316  2.187
C  -3.193  -1.512  1.935
C  -2.944  -2.660  2.655
F  -3.699  -3.779  2.394
C  -1.962  -2.740  3.645
C  -1.239  -1.572  3.879
F  -0.271  -1.607  4.860
C  -1.442  -0.380  3.194
C  -1.162  2.637  2.059
H  -1.097  5.864  0.858
H  -3.731  2.602  -0.199
H  -3.635  0.623  0.707
H  -3.972  -1.482  1.173
H  -1.781  -3.656  4.196
H  -0.845  0.489  3.445
H  -0.608  2.021  2.758
C  -6.810  -1.885  4.346
C  -5.668  -1.673  5.132
C  -4.993  -0.462  5.071
C  -5.432  0.593  4.231
C  -4.714  1.851  4.240
C  -5.081  2.985  3.543
N  -4.512  4.199  3.658
C  -5.120  5.374  3.044
C  -4.204  6.549  3.413
C  -3.178  6.012  4.420
C  -3.530  4.532  4.671
C  -6.581  0.357  3.431
C  -7.255  -0.863  3.495
H  -7.346  -2.835  4.405
H  -5.310  -2.459  5.799
H  -4.105  -0.294  5.682
H  -3.846  1.912  4.903
H  -5.909  2.949  2.826
H  -5.234  5.254  1.954
H  -6.131  5.536  3.463
H  -3.709  6.925  2.513
H  -4.803  7.354  3.850
H  -2.166  6.083  4.006
H  -3.212  6.569  5.360
H  -3.962  4.421  5.683
H  -2.637  3.889  4.626
H  -6.932  1.148  2.768
H  -8.145  -1.024  2.883

Calculated values
- Multiplicity: 1
- ΔE to the lowest compared entry with this formula, charge and spin: 0.0 kJ/mol
- LUMO level: -6.38 eV
- Total charge: +1
- Highest occupied orbital energy: -0.3658 Ha
- Frontier orbital gap: 3.574 eV